{
  "formula": "C29H30AsBiBr2N2O4S4",
  "method": "ωB97M-V/def2-TZVPD",
  "de_lowest_kj_mol": 60.24,
  "charge": -2,
  "symbols": ["Bi", "Br", "Br", "As", "S", "S", "S", "S", "O", "O", "O", "O", "N", "N", "C", "C", "C", "C", "C", "C", "C", "C", "C", "C", "C", "C", "C", "C", "C", "C", "C", "C", "C", "C", "C", "C", "C", "C", "C", "C", "C", "C", "C", "H", "H", "H", "H", "H", "H", "H", "H", "H", "H", "H", "H", "H", "H", "H", "H", "H", "H", "H", "H", "H", "H", "H", "H", "H", "H", "H", "H", "H", "H"],
  "coordinates": [[-0.87900, 1.77484, 0.71496], [-0.67564, -0.85100, 3.46853], [0.48097, 2.72087, -1.82592], [-0.24295, 4.31049, 2.64391], [-1.61933, 4.22444, 0.86461], [-1.22944, 3.48238, 4.33336], [1.20782, 2.77902, 1.89301], [0.60596, 6.21192, 2.93977], [-4.34142, 1.84050, -2.40888], [0.70432, 0.20549, -0.21276], [-5.01496, -3.61214, 2.69026], [-2.41497, 1.60949, -1.28017], [-1.93486, -1.36131, 1.11048], [-3.84631, 1.27656, 1.00766], [1.87532, -1.89231, 1.02549], [-4.46165, 1.25293, -0.13798], [2.93577, 1.64752, -2.71179], [-5.85219, 0.42212, 2.08056], [-4.00867, -2.87610, 2.13953], [-2.87265, -1.87068, 0.31120], [5.79798, 2.26913, -3.54265], [-3.67191, 1.62486, -1.39256], [5.12424, 0.90579, -3.75315], [2.98948, -3.04800, -0.85760], [4.30987, -1.65678, 0.75276], [-3.04265, -2.36325, 2.98541], [4.57414, 0.83971, -5.18527], [-5.82154, 0.84726, -0.28088], [2.85680, -0.54070, -0.95794], [-3.86464, 0.99772, 3.37619], [-2.04288, -1.60377, 2.39774], [-4.48938, 0.56923, 4.51367], [1.89112, 1.45921, -1.84127], [1.75439, 0.36118, -0.94771], [-4.52828, 0.90646, 2.13171], [3.89849, -0.33759, -1.86490], [3.98032, 0.72447, -2.75523], [-5.79883, 0.03707, 4.46306], [-6.47017, -0.02498, 3.27278], [6.19238, -0.17768, -3.60188], [2.98478, -1.75921, -0.02173], [-6.49595, 0.41484, 0.81451], [-3.92952, -2.63054, 0.77298], [5.17914, -1.65341, 0.09190], [3.10410, -3.92051, -0.20526], [5.37719, 0.97936, -5.91779], [-2.77128, -1.63732, -0.74302], [5.78114, -1.17292, -3.78571], [4.10356, -0.12955, -5.36583], [-3.97086, 0.64544, 5.46223], [2.09120, -2.77277, 1.64295], [-7.52517, 0.07473, 0.74506], [0.89118, -2.00483, 0.57561], [4.70492, -1.06003, -1.85763], [-6.27408, -0.31352, 5.37197], [6.17901, 2.35111, -2.52248], [2.04705, -3.14663, -1.40146], [4.32925, -0.73716, 1.34118], [-2.87235, 1.44415, 3.41189], [3.80297, -3.05904, -1.58715], [1.83105, -1.01742, 1.67198], [5.09539, 3.08919, -3.69978], [6.99367, -0.00440, -4.32617], [3.82044, 1.61130, -5.35205], [-5.62379, -3.86882, 1.98955], [-3.08840, -2.52445, 4.05209], [6.63311, 2.39923, -4.23960], [-7.48377, -0.41073, 3.22383], [-6.25767, 0.90191, -1.26780], [6.63164, -0.16774, -2.60166], [-4.67604, -3.01730, 0.08897], [4.40816, -2.50600, 1.43697], [2.92485, 2.51870, -3.35665]],
  "forces_ev_per_a": [[-0.1, -0.5, 0.1], [-0.1, 0.1, 0.2], [0.0, 0.2, -0.2], [0.2, 0.2, 0.3], [0.0, 0.1, 0.0], [-0.1, -0.2, -0.2], [0.0, 0.0, 0.0], [0.0, -0.1, -0.2], [0.0, 0.0, 0.0], [-0.1, 0.3, -0.1], [0.0, 0.0, -0.1], [0.1, 0.1, 0.0], [-0.1, 0.0, -0.1], [0.0, 0.0, 0.2], [0.0, 0.0, 0.0], [-0.2, -0.1, 0.0], [0.1, 0.0, 0.0], [-0.1, -0.1, 0.0], [-0.1, 0.0, 0.1], [0.0, 0.1, 0.0], [0.0, 0.0, 0.0], [0.0, -0.1, -0.3], [0.0, 0.0, 0.0], [0.0, 0.0, 0.0], [0.0, 0.0, 0.0], [0.0, 0.1, 0.1], [0.0, 0.0, 0.0], [0.1, 0.1, 0.0], [0.0, 0.0, 0.0], [0.0, 0.1, 0.0], [0.1, -0.2, -0.2], [0.0, 0.0, 0.0], [-0.1, 0.0, 0.0], [0.1, -0.1, 0.0], [0.1, 0.0, 0.0], [0.0, 0.0, 0.1], [0.0, 0.0, 0.0], [0.1, 0.0, 0.0], [0.0, 0.0, 0.0], [0.0, 0.0, 0.0], [0.0, 0.0, 0.0], [0.0, 0.0, 0.1], [0.0, 0.0, 0.0], [0.0, 0.0, 0.0], [0.0, 0.0, 0.0], [0.0, 0.0, 0.0], [0.0, 0.0, 0.0], [0.0, 0.0, 0.0], [0.0, 0.0, 0.0], [0.0, 0.0, 0.0], [0.0, 0.0, 0.0], [0.0, 0.0, 0.0], [0.0, 0.0, 0.0], [0.0, 0.0, 0.0], [0.0, 0.0, 0.0], [0.0, 0.0, 0.0], [0.0, 0.0, 0.0], [0.0, 0.0, 0.0], [-0.1, 0.0, 0.0], [0.0, 0.0, 0.0], [0.0, 0.0, 0.0], [0.0, 0.0, 0.0], [0.0, 0.0, 0.0], [0.0, 0.0, 0.0], [0.0, 0.0, 0.0], [0.0, 0.0, 0.0], [0.0, 0.0, 0.0], [0.0, 0.0, 0.0], [0.0, 0.0, 0.0], [0.0, 0.0, 0.0], [0.0, 0.0, 0.0], [0.0, 0.0, 0.0], [0.0, 0.0, 0.0]]
}

---

{
  "formula": "C4H5LiO2",
  "method": "ωB97M-V/def2-TZVPD",
  "de_lowest_kj_mol": 131.29,
  "symbols": ["O", "O", "C", "C", "C", "C", "Li", "H", "H", "H", "H", "H"],
  "coordinates": [[2.20601, 0.44687, 1.36573], [-2.15071, -1.24715, 0.62075], [1.37074, 0.66924, 0.24332], [-0.77227, 0.16998, -0.76205], [-1.90103, -0.77231, -0.46907], [0.05175, 0.59875, 0.42271], [0.31413, -0.09087, 2.34112], [-1.27044, 1.04508, -1.22540], [2.95712, -0.10373, 1.12741], [-0.22316, -0.30543, -1.60610], [1.93109, 0.65648, -0.70634], [-2.51324, -1.06691, -1.35208]],
  "forces_ev_per_a": [[0.3, 0.7, 1.1], [0.0, 0.2, -0.6], [-1.2, -1.1, -0.9], [-0.3, 1.4, -0.5], [0.1, -0.4, 0.9], [0.9, -1.2, 0.1], [0.1, 0.3, -0.7], [0.0, -0.2, -0.1], [-0.1, 0.1, -0.2], [0.0, 0.2, 0.3], [0.0, 0.0, 0.3], [0.1, 0.1, 0.1]]
}

---

Q: What is the formula in the second record?
A: C4H5LiO2